Entry from OMol25: a structure of composition C17H16N2O3S (ωB97M-V/def2-TZVPD).

The geometry in XYZ format:
```
39
C17H16N2O3S (ωB97M-V/def2-TZVPD)
C -2.651 -1.261 1.550
N -2.179 -1.391 0.079
S -1.108 -2.464 -0.405
O -1.324 -2.743 -1.825
O -1.443 -3.862 0.327
C 0.307 -1.975 0.026
C 1.026 -1.495 -0.883
C 2.341 -0.774 -0.900
C 2.769 -0.739 0.462
C 2.080 -1.359 1.573
C 0.759 -1.673 1.307
H 0.100 -2.219 1.954
H 2.430 -1.476 2.484
N 4.054 -0.109 0.857
C 4.877 0.353 -0.243
O 5.873 0.816 0.367
C 4.427 0.158 -1.430
C 3.165 -0.283 -1.709
H 2.954 -0.150 -2.874
H 5.007 0.798 -2.115
H 4.317 -0.186 1.688
H 0.615 -1.315 -1.901
C -2.757 -0.246 -0.788
C -2.407 1.088 -0.278
C -3.270 2.244 -0.744
C -2.821 3.385 -0.160
C -1.603 3.446 0.267
C -0.649 2.765 0.297
C -1.128 1.282 0.080
H -0.287 0.483 0.084
H 0.336 2.914 0.603
H -1.361 4.609 0.422
H -3.603 4.198 -0.178
H -4.301 1.743 -0.846
H -2.342 -0.702 -1.802
H -3.802 -0.199 -0.914
H -2.119 -0.456 1.799
H -3.772 -1.031 1.813
H -2.509 -2.173 1.955
```

multiplicity: 1
gap between HOMO and LUMO: 7.528 eV
E_LUMO: -1.442 eV
HOMO level: -0.32966 Ha

=====

Entry from OMol25: a structure of composition C41H39Br2Cl3GeN6O5SW (ωB97M-V/def2-TZVPD).

The geometry in XYZ format:
```
99
C41H39Br2Cl3GeN6O5SW (ωB97M-V/def2-TZVPD)
W -0.550 0.405 -1.050
Br -3.696 -2.026 5.865
C -2.828 -0.350 5.865
C -3.552 0.802 6.131
C -2.897 2.023 6.125
C -1.551 2.092 5.793
C -0.822 0.930 5.567
C -1.464 -0.295 5.617
N -0.961 3.402 5.816
N -0.230 3.806 4.906
C -0.023 3.060 3.698
C 1.260 2.689 3.384
C 1.558 2.004 2.192
C 0.543 1.732 1.323
O 0.722 1.132 0.121
C -0.773 2.136 1.602
N -1.687 1.812 0.657
C -2.935 2.179 0.842
C -3.337 2.932 1.960
C -2.420 3.270 2.914
C -1.081 2.836 2.773
H -4.607 0.743 6.359
H -3.427 2.935 6.369
H 0.241 0.973 5.373
H -0.910 -1.211 5.475
H 2.052 2.924 4.083
H 2.572 1.713 1.957
H -3.651 1.898 0.080
H -4.369 3.242 2.038
H -2.708 3.876 3.762
C 3.486 -0.998 5.406
C 2.597 -1.247 4.221
C 1.269 -1.640 4.390
C 0.455 -1.879 3.297
C 0.969 -1.704 2.020
C 2.288 -1.325 1.821
C 3.093 -1.105 2.926
S -0.090 -1.993 0.654
O -0.671 -3.296 0.776
O 0.692 -1.662 -0.551
N -1.174 -0.818 0.620
C -2.589 -1.100 0.731
C -3.267 -0.625 -0.544
O -4.394 -0.841 -0.848
O -2.432 0.118 -1.334
H 2.953 -1.146 6.343
H 3.877 0.021 5.392
H 4.343 -1.673 5.393
H 0.878 -1.776 5.391
H -0.569 -2.208 3.427
H 2.670 -1.208 0.816
H 4.128 -0.819 2.782
H -3.044 -0.559 1.566
H -2.792 -2.163 0.865
C 2.519 2.485 -1.745
C 2.738 2.523 -3.249
C 4.253 2.545 -3.522
C 2.129 1.383 -4.044
C 2.324 1.393 -5.408
C 2.014 0.302 -6.217
C 1.602 -0.909 -5.652
C 1.346 -0.987 -4.312
C 1.093 -2.283 -3.600
C 2.399 -2.690 -2.897
C 0.593 -3.404 -4.502
C 1.382 0.247 -3.525
N 0.586 0.296 -2.470
H 3.184 3.207 -1.270
H 2.742 1.499 -1.331
H 1.507 2.757 -1.469
H 2.307 3.450 -3.640
H 4.723 1.640 -3.130
H 4.695 3.403 -3.015
H 4.498 2.621 -4.579
H 2.752 2.276 -5.865
H 2.169 0.372 -7.285
H 1.497 -1.784 -6.277
H 0.354 -2.095 -2.825
H 3.189 -2.881 -3.626
H 2.234 -3.600 -2.319
H 2.740 -1.914 -2.209
H 1.347 -3.704 -5.233
H -0.315 -3.122 -5.038
H 0.369 -4.282 -3.896
Br -2.132 -0.065 -4.586
C -2.441 -1.817 -3.910
C -3.306 -2.639 -4.616
C -3.505 -3.921 -4.134
C -2.835 -4.319 -2.986
C -1.998 -3.413 -2.363
N -1.800 -2.167 -2.813
H -3.800 -2.278 -5.505
H -4.173 -4.597 -4.649
H -2.959 -5.311 -2.575
H -1.458 -3.687 -1.463
Cl -0.556 4.418 -0.908
Ge -1.250 2.748 -2.098
Cl -3.364 3.067 -2.319
Cl -0.537 3.216 -4.084
```

net charge: +1
multiplicity: 2
gap between HOMO and LUMO (alpha / beta): 6.329 / 5.349 eV
E_LUMO (alpha / beta): -4.508 / -5.562 eV
HOMO level (alpha / beta): -0.39824 / -0.40097 Ha

=====

Entry from OMol25: a structure of composition C36H36HgN7O3S3 (ωB97M-V/def2-TZVPD).

The geometry in XYZ format:
```
86
C36H36HgN7O3S3 (ωB97M-V/def2-TZVPD)
Hg -0.878 0.249 -0.820
C -4.376 0.720 5.159
O -4.162 -0.504 5.817
C -4.165 -1.631 5.013
C -4.681 -1.671 3.727
C -4.611 -2.838 2.973
C -4.019 -4.012 3.478
C -3.552 -3.946 4.808
C -3.612 -2.788 5.554
N -3.908 -5.225 2.829
N -3.994 -5.297 1.503
C -3.524 -4.288 0.690
C -4.151 -4.086 -0.539
C -3.807 -3.053 -1.409
C -2.793 -2.130 -1.140
O -2.517 -1.110 -1.910
C -2.062 -2.377 0.067
N -1.015 -1.531 0.357
C -0.212 -1.775 1.378
C -0.390 -2.876 2.212
C -1.483 -3.686 2.009
C -2.373 -3.454 0.948
H -4.165 1.506 5.883
H -5.414 0.824 4.820
H -3.712 0.834 4.295
H -5.122 -0.790 3.277
H -5.015 -2.833 1.970
H -3.111 -4.844 5.226
H -3.212 -2.753 6.561
H -4.978 -4.746 -0.782
H -4.357 -2.921 -2.336
H 0.613 -1.094 1.547
H 0.322 -3.050 3.005
H -1.669 -4.531 2.659
C 0.261 1.998 2.033
N 0.872 2.129 0.720
C 2.315 1.983 0.771
C 0.462 3.335 0.025
C -0.104 3.179 -1.381
C -0.091 4.326 -2.177
C -0.641 4.332 -3.448
C -1.222 3.173 -3.945
C -1.236 2.029 -3.161
C -0.673 2.010 -1.880
H 0.537 2.828 2.708
H 0.598 1.074 2.502
H -0.826 1.970 1.940
H 2.796 2.816 1.315
H 2.720 1.961 -0.243
H 2.586 1.053 1.271
H 1.314 4.025 -0.048
H -0.291 3.856 0.626
H 0.361 5.233 -1.786
H -0.617 5.236 -4.046
H -1.662 3.161 -4.935
H -1.704 1.127 -3.540
S 5.137 -0.300 7.969
C 4.905 -0.862 6.406
S 3.771 -0.165 5.303
C 4.150 -1.369 4.065
N 5.060 -2.206 4.477
N 5.477 -1.904 5.771
C 6.425 -2.813 6.313
C 6.334 -4.153 5.950
C 7.251 -5.064 6.447
C 8.265 -4.649 7.300
C 8.359 -3.308 7.643
C 7.447 -2.385 7.152
S 3.386 -1.327 2.551
H 5.551 -4.456 5.271
H 7.170 -6.106 6.164
H 8.979 -5.364 7.689
H 9.152 -2.968 8.298
H 7.517 -1.343 7.419
C -6.028 -0.512 0.354
N -5.219 0.534 0.949
C -5.849 1.585 1.714
C -3.906 0.628 0.648
O -3.171 1.522 1.042
H -6.770 -0.855 1.077
H -5.393 -1.355 0.082
H -6.546 -0.167 -0.548
H -6.749 1.192 2.187
H -6.123 2.440 1.087
H -5.160 1.937 2.478
H -3.561 -0.197 0.014
```

net charge: -2
multiplicity: 2
gap between HOMO and LUMO (alpha / beta): 4.450 / 5.440 eV
E_LUMO (alpha / beta): 3.998 / 3.998 eV
HOMO level (alpha / beta): -0.01662 / -0.05301 Ha

=====

Entry from OMol25: a structure of composition C4H4MgO2 (ωB97M-V/def2-TZVPD).

The geometry in XYZ format:
```
11
C4H4MgO2 (ωB97M-V/def2-TZVPD)
O -0.259 0.304 -2.141
C 0.102 -0.188 -0.948
H -1.493 -0.009 -0.140
C 0.699 -1.131 -0.163
C 0.490 -0.404 1.156
C -0.573 0.390 0.369
O -0.838 1.771 0.315
H 1.038 -2.144 -0.388
H 1.332 0.217 1.499
H 0.118 -0.984 2.017
Mg -0.617 2.178 -1.576
```

multiplicity: 1
gap between HOMO and LUMO (alpha / beta): 5.436 / 5.435 eV
E_LUMO (alpha / beta): -2.034 / -2.035 eV
HOMO level (alpha / beta): -0.27452 / -0.27452 Ha

=====

Entry from OMol25: an isolated molecule of C4H6O2 (ωB97M-V/def2-TZVPD).

The geometry in XYZ format:
```
12
C4H6O2 (ωB97M-V/def2-TZVPD)
C -1.404 -0.405 -0.447
C -0.231 -0.162 0.459
O 1.034 -0.902 0.072
C 1.734 0.516 -0.049
C 0.562 1.162 0.386
O 0.169 2.296 0.610
H -2.163 0.338 -0.179
H -1.144 -0.234 -1.498
H -1.840 -1.403 -0.327
H -0.416 -0.476 1.488
H 0.953 -1.209 -0.847
H 2.746 0.479 0.333
```

multiplicity: 1
gap between HOMO and LUMO: 8.470 eV
E_LUMO: 0.394 eV
HOMO level: -0.29679 Ha

=====

Entry from OMol25: an isolated molecule of C6H9N (ωB97M-V/def2-TZVPD).

The geometry in XYZ format:
```
16
C6H9N (ωB97M-V/def2-TZVPD)
C -0.294 1.686 1.188
C -0.423 0.329 0.518
C -0.899 -0.879 1.171
C -0.311 -1.952 0.577
N 0.557 -1.522 -0.406
C 0.383 -0.124 -0.500
C 0.579 0.428 -1.898
H 0.752 1.959 1.270
H -0.795 1.504 2.140
H -0.823 2.477 0.648
H -1.490 -0.891 2.073
H -0.535 -3.001 0.697
H 1.422 -1.859 -0.772
H -0.005 -0.096 -2.644
H 0.239 1.472 -1.897
H 1.640 0.471 -2.166
```

multiplicity: 1
structure (SMILES): Cc1cc[nH]c1C
gap between HOMO and LUMO: 8.775 eV
E_LUMO: 1.041 eV
HOMO level: -0.28423 Ha

=====

These records have E_tot values of -1390.349714; -11361.247785; -3350.418685; -505.276867; -306.361655; -288.733178 hartree, in the order they appear.
These records have ΔE to the lowest compared entry with this formula, charge and spin values of 1352.2; 49.3; 70.5; 44.6; 379.8; 128.3 kJ/mol, in the order they appear.